Below is a molecular structure, C42H64As3BrFeN3SSb in a non-equilibrium geometry, with properties calculated with ωB97M-V/def2-TZVPD.

Calculated values
Highest occupied orbital energy (spin up / spin down), eV: -12.42 / -12.42
Total charge: +2
Energy above the lowest of the compared OMol25 structures with the same formula, charge and spin, kcal/mol: 8.5
Gap between HOMO and LUMO (spin up / spin down), hartree: 0.28181 / 0.24984
Spin multiplicity: 5

XYZ file:
```
116
Properties=species:S:1:pos:R:3:mulliken_spin:R:1
C -5.657 0.172 2.612 0.00
H -5.514 4.628 -0.007 0.00
H -1.260 0.660 -5.339 0.00
H -1.676 -2.057 0.854 0.00
C -0.893 -2.630 0.372 0.04
H 1.781 2.465 -5.060 0.00
C 0.244 0.783 4.032 0.02
C -3.595 0.216 1.381 0.02
Fe 0.361 0.322 -0.377 3.50
N 0.809 0.657 -5.291 0.00
H 5.643 -1.707 2.741 0.00
Sb -2.507 0.389 -0.477 0.11
H -0.529 1.551 4.086 0.00
H -0.208 -0.173 4.304 0.00
H -4.151 -2.541 -4.523 0.00
H -0.014 -1.436 -3.014 0.00
C -5.136 4.265 -2.081 0.00
C 4.383 0.372 1.555 0.01
H -2.046 4.290 0.391 0.00
H 2.052 -2.112 -0.877 -0.01
H 1.994 -1.248 3.470 -0.01
C 4.578 -1.885 2.556 0.00
C 1.178 -2.681 -0.588 0.02
C -4.897 -3.347 -2.687 0.00
H 3.722 1.018 4.222 0.00
H 2.193 -1.444 1.724 0.01
H 3.029 -3.967 5.833 0.00
C -2.892 0.092 2.568 -0.04
H 2.750 -4.362 1.666 0.00
H -5.428 -4.157 -3.162 0.00
C 1.891 1.430 -4.730 0.00
C 4.643 -0.987 -1.150 0.01
H -0.507 2.252 -5.202 0.00
C 1.123 -4.054 -0.761 0.00
C -1.036 -4.007 0.238 0.00
H 1.719 2.317 -2.722 -0.02
C -4.984 0.253 1.406 0.00
H -0.665 2.103 -2.863 -0.01
C 0.893 -0.730 -4.897 0.00
H 2.734 0.862 -2.785 0.00
H 4.007 2.833 -0.603 0.00
C -4.179 -2.440 -3.448 0.00
H 1.023 1.020 4.759 0.00
H -1.642 2.870 1.382 0.00
H -5.539 0.348 0.482 0.00
H 5.312 0.266 4.080 0.00
C -5.023 3.993 -0.728 0.00
H -3.013 -0.068 4.699 0.00
C -3.672 2.060 -1.217 0.01
H 4.332 1.412 1.881 0.00
C -4.933 -3.203 -1.311 0.00
C 4.239 0.078 4.041 0.00
H 4.078 -2.572 6.011 0.00
Br -2.598 -4.865 0.883 0.00
H -3.326 1.690 -3.306 0.00
H 2.508 2.675 1.455 -0.01
C -3.791 2.332 -2.571 0.00
C -3.539 -1.246 -1.459 0.00
H 2.601 2.509 3.223 0.00
C 3.856 -0.531 2.687 0.00
As 1.027 0.716 2.209 0.07
C 4.481 1.892 -0.882 0.00
H 2.481 -2.397 5.242 0.00
H -5.478 0.004 4.736 0.00
C 1.831 1.332 -3.179 0.05
C -4.522 3.429 -2.998 0.00
H 1.682 4.245 -1.427 0.00
H -1.804 0.056 2.541 0.01
H -4.612 3.625 -4.055 0.00
H 0.061 -1.268 -5.354 0.00
C -3.565 0.018 3.776 0.00
H -1.369 0.483 -3.019 -0.02
C -0.535 1.119 -3.315 0.06
H 4.572 1.866 -1.967 0.00
H -0.095 -5.808 -0.480 0.00
C 0.834 -0.828 -3.343 0.05
H 5.442 0.156 1.382 0.00
C 0.946 4.533 -0.683 0.00
H 2.837 1.049 -5.115 0.00
H 1.948 -4.589 -1.205 0.00
H 1.180 3.214 2.483 0.00
H 4.387 -2.021 -0.924 0.00
N 0.686 0.516 -2.774 -0.08
H -0.664 4.358 1.519 0.00
H -5.707 5.117 -2.418 0.00
H 0.370 5.381 -1.040 0.00
C 2.558 -4.236 2.729 0.00
C -0.451 1.216 -4.864 0.00
H 1.821 -1.153 -5.282 0.00
H 4.497 -2.235 1.519 0.00
C -1.237 3.726 0.848 0.01
H -6.735 0.199 2.624 0.00
C 1.945 2.449 2.359 0.01
H -2.960 -0.697 -3.461 0.00
H 1.687 -3.599 2.867 0.00
H 1.446 4.787 0.247 0.00
C -3.503 -1.397 -2.837 0.00
H 2.333 -5.217 3.144 0.00
H -4.207 2.710 0.763 0.00
H 3.988 -0.604 4.849 0.00
H 5.685 -0.833 -0.867 0.00
C -4.284 2.903 -0.299 0.00
C 3.350 -3.043 5.354 0.00
C 2.345 -0.750 2.563 0.02
H -5.497 -3.899 -0.707 0.00
S -0.158 3.102 -0.471 0.04
C -4.949 0.059 3.798 0.00
As 3.485 0.326 -0.215 0.11
C -4.251 -2.165 -0.701 0.00
H 1.751 -1.269 -2.949 0.00
H -4.292 -2.071 0.376 0.00
N 0.183 -1.973 -0.048 -0.01
H 4.563 -0.849 -2.230 0.00
C -0.012 -4.739 -0.354 0.00
H 5.485 1.871 -0.460 0.00
As 4.178 -3.551 3.637 0.00
```

---

Below is 11 unconnected molecules or ions with the total composition C42H64Cl2O30 in a non-equilibrium geometry, with properties calculated with ωB97M-V/def2-TZVPD.

Calculated values
Highest occupied orbital energy, eV: -10.46
Total charge: 0
SMILES string: C[C@H]1COC(=O)O1.C[C@H]1COC(=O)O1.C[C@H]1COC(=O)O1.C[C@H]1COC(=O)O1.C[C@H]1COC(=O)O1.C[C@H]1COC(=O)O1.C[C@H]1COC(=O)O1.C[C@H]1COC(=O)O1.C[C@H]1COC(=O)O1.C[C@H]1COC(=O)O1.ClCCCl
Energy above the lowest of the compared OMol25 structures with the same formula, charge and spin, kcal/mol: 27.8
Gap between HOMO and LUMO, hartree: 0.38211

XYZ file:
```
138
Properties=species:S:1:pos:R:3:lowdin_charge:R:1
O -5.846 -0.082 -1.842 0.14
H 2.554 1.366 -8.870 0.08
H -7.138 2.285 -4.638 0.16
O -1.510 -2.706 -7.107 0.10
O -0.549 10.276 1.737 0.09
C -3.893 -5.441 2.307 -0.12
O 1.771 1.690 -6.387 0.10
O -0.667 -3.348 -5.127 0.13
O 7.362 3.199 -1.295 0.10
O 5.501 -7.721 -0.463 0.20
C 2.893 -6.387 -2.246 -0.08
C -4.940 3.388 2.970 -0.03
O 0.964 3.263 -4.975 0.10
O -0.256 -4.531 6.125 0.05
H -1.309 1.012 -0.507 0.09
C 7.391 0.690 7.796 -0.62
C 0.299 -4.165 8.218 -0.05
H 6.651 5.692 3.503 0.10
O 3.517 -6.824 -1.043 0.09
C 3.970 -6.627 -3.279 -0.34
H 4.808 2.156 -6.287 0.14
H 3.097 -6.670 -5.199 0.10
H 2.604 -5.340 -2.162 0.14
O -5.416 -5.632 0.625 0.08
H -0.186 9.694 -0.315 0.15
H -3.206 -4.595 2.297 0.13
C 3.080 1.146 -6.775 -0.29
H 1.997 10.826 -0.439 0.08
H 4.254 0.903 -5.080 0.14
H 3.768 2.497 -8.490 0.09
H 1.925 11.013 1.333 0.08
H -3.384 -6.080 3.028 0.14
H -4.541 -5.647 -6.771 0.08
H -6.954 3.358 5.691 0.13
H -3.464 -5.946 -1.116 0.08
H 2.039 -7.008 -2.516 0.13
H 7.594 -1.395 8.442 0.07
O 0.163 8.225 2.377 0.05
C -3.184 -5.478 -0.172 -0.01
H -2.361 -3.684 7.071 0.09
H 0.668 7.620 0.491 0.13
C -5.936 3.061 5.440 -0.07
C -6.541 1.390 -4.815 -0.38
O 0.922 -5.339 7.672 0.12
C -6.201 0.149 -2.976 -0.53
H 0.898 11.911 0.347 0.08
O -2.881 3.889 6.816 0.17
C 6.927 3.534 -0.182 -0.55
O 5.635 3.875 0.054 0.06
H -1.941 -2.173 7.850 0.08
H 0.980 -3.538 8.793 0.14
H -4.175 3.941 2.424 0.09
H -8.423 0.522 -5.139 0.14
C -5.242 3.926 4.332 -0.28
H -1.327 -3.832 -8.818 0.13
O -1.437 9.340 3.651 0.15
H 1.874 8.599 1.267 0.12
O 0.796 -6.496 5.759 0.12
H -1.719 -2.315 6.145 0.07
H -4.548 -3.959 -6.439 0.08
C 6.870 -0.726 7.978 -0.71
H -5.814 4.852 4.387 0.15
H 7.164 6.182 1.816 0.09
O 0.755 1.053 2.225 0.11
H -0.541 2.377 -0.020 0.09
C -6.052 -5.110 1.686 -0.53
C -5.590 1.602 -5.934 -0.03
C 1.892 2.594 -5.447 -0.61
O -5.746 1.191 -3.678 0.09
O 7.632 3.756 0.895 0.11
H 0.526 -1.034 0.124 0.13
H 4.431 -7.858 -4.891 0.09
H -6.113 2.066 5.031 0.12
C -3.820 3.733 6.099 -0.60
C -2.124 -3.483 -8.161 -0.09
O -5.184 -5.166 2.700 0.08
C 7.247 5.453 2.622 -0.04
O -1.895 -4.756 -6.437 0.10
C -4.142 -6.086 0.936 -0.29
O 3.124 2.655 -5.016 0.10
C 6.838 4.156 2.020 -0.32
C -0.151 -3.420 6.960 -0.29
C -0.212 0.609 1.266 -0.29
H 2.909 0.080 -6.623 0.15
H -4.888 0.824 -6.232 0.09
C 1.518 0.061 2.631 -0.47
O 2.400 0.213 3.506 0.09
O 1.112 -1.189 2.106 0.06
Cl 5.443 -0.684 8.976 0.59
C 1.334 10.915 0.422 -0.02
C 5.422 4.280 1.451 -0.05
C 4.737 -7.300 -1.234 -0.64
H -2.689 -2.910 -8.896 0.14
C -1.333 -3.574 -6.125 -0.55
H -2.155 -5.745 0.068 0.08
H -4.090 -7.174 0.920 0.15
C -2.710 -4.665 -7.507 -0.36
C 0.185 -0.896 1.150 -0.16
O -7.193 -0.481 -3.656 0.09
C 3.969 1.715 -5.750 -0.07
H 0.603 0.984 -0.547 0.09
H 4.501 -5.731 -3.601 0.15
C 0.797 8.479 1.149 -0.13
C 0.224 9.814 0.688 -0.33
H -4.783 2.313 2.885 0.09
H -3.135 -4.393 -0.261 0.08
H 2.928 -8.202 -4.122 0.09
O -7.172 -4.642 1.644 0.15
H -0.567 -4.378 8.846 0.14
H 0.577 -2.819 6.414 0.16
O -3.910 4.039 4.831 0.08
H -4.924 2.427 -5.680 0.10
H 5.153 5.332 1.552 0.12
C 0.575 -5.523 6.476 -0.61
H 4.752 3.576 1.943 0.14
H -6.981 -0.317 -5.744 0.13
H -0.696 -1.502 1.363 0.13
H -1.204 0.712 1.704 0.14
O 4.878 -7.424 -2.528 0.09
O -4.938 3.082 6.473 0.07
C -7.414 0.195 -4.884 -0.10
C 3.536 -7.378 -4.495 -0.02
C -0.685 9.304 2.695 -0.44
H -4.819 -4.390 -8.126 0.08
H -2.473 -5.574 -8.061 0.15
H 6.598 1.178 7.231 0.06
H -5.829 3.459 2.343 0.08
H 4.197 0.859 -8.652 0.08
H 6.703 -1.159 6.992 0.08
H 6.853 3.400 2.805 0.15
H 7.539 1.237 8.727 0.06
H -6.134 1.714 -6.872 0.09
H 8.283 5.644 2.903 0.09
C 3.423 1.497 -8.226 -0.02
C -4.297 -4.682 -7.215 0.02
Cl 9.013 0.850 6.908 0.47
C -0.340 1.309 -0.107 -0.01
C -1.630 -2.875 7.077 -0.01
```

---

Below is a molecular structure, C42H66FeN10OP2SSi, with properties calculated with ωB97M-V/def2-TZVPD.

Calculated values
Highest occupied orbital energy (spin up / spin down), eV: -4.93 / -4.98
Total charge: 0
Gap between HOMO and LUMO (spin up / spin down), hartree: 0.20140 / 0.20322

XYZ file:
```
124
Properties=species:S:1:pos:R:3:lowdin_charge:R:1
C 4.114 -0.053 -1.141 -0.07
H 0.969 2.690 -7.600 0.11
H 4.458 3.025 4.399 0.07
H 5.959 -1.533 -0.068 0.09
H 2.220 -1.251 -3.302 0.10
H 3.498 2.724 5.854 0.07
H -5.454 -0.094 -0.009 0.06
N 1.123 0.500 2.360 -0.14
H 1.324 -2.606 -2.619 0.10
C 2.868 0.447 -1.375 -0.16
H 2.883 -3.822 -3.999 0.11
C 1.395 -0.824 2.860 -0.41
H 1.411 -4.149 -6.238 0.11
H 4.923 0.874 2.893 0.07
H -0.586 3.608 5.212 0.08
N -0.178 -1.909 -0.333 0.00
C 1.598 -2.112 -3.554 -0.17
C -4.445 0.262 -0.160 -0.44
C 0.221 -2.456 -5.533 -0.19
C -2.465 1.061 -4.555 -0.18
C 1.829 4.456 4.103 -0.10
H -2.265 -1.964 -3.468 0.08
H 1.894 0.770 6.006 0.06
H 2.945 -2.525 -5.197 0.11
H -0.734 5.849 -1.517 0.11
H 0.432 3.895 1.656 0.06
H 2.312 3.047 -5.577 0.11
H 0.764 2.637 5.802 0.06
H 1.555 0.557 -6.657 0.11
C -1.438 2.616 -0.794 -0.28
C -0.869 -0.522 2.654 -0.07
H 2.059 -5.102 0.481 0.08
C 0.843 2.971 -0.763 -0.15
H 0.582 -6.047 0.204 0.09
N 0.324 -3.992 0.100 -0.13
H -2.671 4.316 -1.241 0.10
H -0.209 0.399 -6.687 0.10
H 5.205 -1.405 1.533 0.07
H 5.061 -0.150 4.328 0.08
C 0.619 0.981 -6.278 -0.20
H -4.850 -1.225 -3.985 0.11
C -0.756 -4.017 -0.753 -0.06
H 2.643 3.402 1.206 0.01
C -2.093 0.317 -0.335 -0.21
C 0.521 2.464 -6.633 -0.17
H 0.457 -2.584 4.817 0.09
O -0.140 0.123 -2.525 -0.25
H 0.829 -5.205 1.743 0.08
H 2.476 4.252 4.950 0.05
H 1.821 2.543 -0.586 0.08
H -1.183 -2.676 4.130 0.09
H 1.579 4.935 -1.193 0.11
H 4.805 -2.769 0.483 0.07
H 3.427 1.827 0.978 0.02
H -0.171 2.709 -3.845 0.11
N 3.974 -0.937 -0.104 -0.11
H -2.261 1.568 -3.603 0.10
H -0.923 3.186 2.544 0.07
C 0.705 4.307 -1.093 -0.07
C 5.048 -1.709 0.500 -0.04
C 0.988 -5.151 0.667 -0.05
H 3.457 -0.032 6.187 0.08
C -1.657 3.959 -1.118 -0.02
H -0.819 -2.727 -5.707 0.10
H 2.562 1.160 -2.123 0.09
C -2.685 -1.332 -4.252 -0.18
C -3.934 0.671 -4.618 -0.16
H 5.067 0.146 -1.602 0.12
C -3.961 -0.621 -3.804 -0.15
H -3.908 -0.392 -2.737 0.09
N 0.073 -1.262 3.265 -0.20
C 0.661 -2.692 0.328 -0.44
P 1.989 -2.128 1.483 1.09
H 3.867 -0.552 3.081 0.03
H -1.824 -2.298 -1.639 0.08
P -0.225 -0.206 -3.962 0.55
N -0.187 2.138 -0.614 0.06
C 2.662 -0.960 0.260 -0.46
C 2.683 0.249 5.460 -0.10
N -1.749 -0.241 -4.619 -0.17
H -1.919 -0.770 2.723 0.13
H -3.277 -1.501 0.184 0.09
C -2.462 1.614 -0.601 -0.53
N 0.605 0.958 -4.804 -0.17
N 0.372 -1.701 -4.282 -0.17
H 4.967 1.806 5.569 0.08
C 0.768 2.319 -4.255 -0.19
H 0.590 -4.403 -4.689 0.11
C 1.116 -3.670 -5.304 -0.17
H 0.572 -1.888 -6.402 0.10
H 1.497 2.331 -3.446 0.09
C -0.578 4.806 -1.271 -0.07
C -3.281 -0.448 -0.076 -0.22
H 2.455 4.791 3.271 0.08
C 0.127 2.821 4.935 -0.09
H 2.263 -0.656 5.021 0.04
H -4.230 0.477 -5.653 0.11
N 1.981 -0.094 -0.483 0.03
C -0.026 3.794 2.644 -0.09
C -0.289 0.535 2.006 -0.18
Fe -0.107 0.097 -0.347 0.43
H -4.579 1.449 -4.211 0.11
Si 2.064 1.815 3.068 0.67
H -0.527 2.773 -6.666 0.10
C 4.350 0.274 3.607 -0.12
C 1.229 3.137 -5.458 -0.16
C 2.286 -3.075 -4.520 -0.16
H -0.444 1.909 4.734 0.08
H -1.217 -4.938 -1.069 0.11
H 4.073 2.989 2.146 0.03
S -4.176 1.904 -0.571 0.98
C -0.129 -2.530 3.899 -0.06
H -2.874 -1.964 -5.124 0.11
C 4.093 2.247 5.074 -0.11
H -0.366 4.791 2.946 0.08
H 0.202 -3.353 3.245 0.06
C 0.947 3.255 3.713 -0.58
H -0.785 1.465 1.809 0.07
H -2.155 1.712 -5.373 0.10
C 3.312 1.125 4.366 -0.58
C -1.047 -2.714 -1.020 -0.13
H 1.184 5.297 4.383 0.08
H 0.987 4.194 -5.351 0.11
C 3.150 2.582 1.723 -0.14
```